Entry 1:
{
  "formula": "C17H24F5KN3OTa",
  "method": "ωB97M-V/def2-TZVPD",
  "symbols": ["N", "C", "O", "K", "Ta", "N", "N", "C", "C", "C", "C", "C", "C", "C", "C", "H", "H", "H", "H", "H", "H", "H", "H", "H", "H", "H", "H", "H", "H", "H", "H", "H", "H", "C", "H", "H", "H", "C", "H", "H", "H", "F", "C", "C", "C", "F", "C", "F", "C", "F", "C", "F"],
  "coordinates": [[2.154, -0.634, -0.046], [3.274, -0.874, 0.409], [4.334, -1.091, 0.869], [0.514, 0.823, -3.399], [0.190, -0.360, -0.093], [-0.720, -1.614, -1.286], [0.192, 1.357, -1.057], [-0.318, -2.990, -0.814], [0.913, 2.679, -0.816], [0.895, -3.411, -1.638], [-1.458, -3.982, -1.040], [0.012, -2.952, 0.667], [0.379, 3.733, -1.796], [0.652, 3.118, 0.623], [2.395, 2.437, -1.059], [0.648, -3.414, -2.709], [1.192, -4.429, -1.342], [1.748, -2.736, -1.476], [-2.370, -3.640, -0.534], [-1.167, -4.951, -0.610], [-1.663, -4.144, -2.102], [0.723, -2.116, 0.968], [0.552, -3.877, 0.921], [-0.904, -2.910, 1.272], [0.512, 3.469, -2.862], [0.944, 4.663, -1.637], [-0.678, 3.961, -1.612], [-0.423, 3.193, 0.832], [1.099, 4.113, 0.786], [1.100, 2.424, 1.345], [2.800, 1.663, -0.398], [2.939, 3.375, -0.864], [2.623, 2.149, -2.103], [-1.306, 1.403, -1.045], [-1.728, 0.501, -0.509], [-1.656, 2.302, -0.512], [-1.739, 1.424, -2.068], [-1.364, -1.559, -2.622], [-2.151, -2.321, -2.689], [-1.879, -0.596, -2.791], [-0.639, -1.753, -3.441], [1.526, -0.548, 2.730], [0.294, 0.027, 2.967], [-0.620, 0.144, 1.893], [-1.857, 0.732, 2.246], [-2.875, 0.799, 1.332], [-2.128, 1.221, 3.519], [-3.305, 1.832, 3.774], [-1.185, 1.080, 4.536], [-1.457, 1.518, 5.779], [0.036, 0.465, 4.261], [0.949, 0.297, 5.240]],
  "lowdin_charge": [-0.07, -0.34, 0.24, 0.92, 1.76, -0.25, -0.39, -0.66, -0.63, -0.03, -0.02, -0.06, -0.03, -0.02, -0.04, 0.09, 0.11, 0.07, 0.11, 0.11, 0.09, 0.03, 0.13, 0.11, 0.07, 0.12, 0.10, 0.09, 0.12, 0.09, 0.06, 0.12, 0.08, -0.17, 0.06, 0.11, 0.09, -0.11, 0.10, 0.07, 0.08, 0.04, -0.21, -0.14, -0.20, 0.06, -0.11, 0.14, -0.08, 0.16, -0.11, 0.14],
  "e_homo_ev": -15.23,
  "lumo_ha": -0.2841,
  "energy_ev": -55985.5281,
  "orbital_gap_ev": 7.502,
  "charge": 2,
  "de_lowest_kj_mol": 2.5
}

Entry 2:
{
  "formula": "C4H13N3",
  "method": "ωB97M-V/def2-TZVPD",
  "symbols": ["C", "C", "C", "C", "N", "N", "N", "H", "H", "H", "H", "H", "H", "H", "H", "H", "H", "H", "H", "H"],
  "coordinates": [[-0.606, 0.607, -0.182], [1.744, 0.615, 0.164], [0.337, 1.515, -2.115], [-0.635, -2.105, 1.531], [0.540, -0.010, -0.366], [-0.275, -0.716, 1.702], [-1.769, 0.086, -0.626], [0.641, -0.679, 2.147], [-0.697, 1.530, 0.388], [-1.733, -0.866, -0.955], [-2.606, 0.353, -0.137], [2.277, -0.128, 0.757], [2.401, 0.904, -0.657], [1.040, 0.892, -2.651], [-0.655, 1.566, -2.543], [0.738, 2.445, -1.728], [1.547, 1.494, 0.789], [-0.796, -2.603, 2.503], [-1.589, -2.181, 0.996], [0.097, -2.719, 0.982]],
  "lowdin_charge": [-0.41, -0.16, 0.00, -0.23, -0.08, -0.03, 0.11, 0.03, 0.14, 0.10, 0.10, 0.07, 0.07, 0.01, 0.00, 0.01, 0.08, 0.07, 0.05, 0.07],
  "e_homo_ev": [-6.68, -8.00],
  "lumo_ha": [0.0233, 0.0387],
  "energy_ev": -8823.6790,
  "orbital_gap_ev": [7.311, 9.052],
  "charge": 0,
  "de_lowest_kj_mol": 553.2
}

Entry 3:
{
  "formula": "C2H2N2O",
  "method": "ωB97M-V/def2-TZVPD",
  "symbols": ["C", "C", "H", "H", "N", "N", "O"],
  "coordinates": [[-0.284, 0.207, -0.340], [0.798, -0.516, 0.427], [-1.004, 1.080, 1.389], [-1.811, 1.542, -0.061], [-1.000, 1.147, 0.371], [1.553, -1.169, 1.047], [-0.517, -0.077, -1.472]],
  "lowdin_charge": [-0.54, -0.09, 0.11, 0.11, 0.15, 0.16, 0.10],
  "e_homo_ev": -11.29,
  "lumo_ha": 0.0110,
  "energy_ev": -7133.6583,
  "smiles": "N#CC(N)=O",
  "orbital_gap_ev": 11.592,
  "charge": 0,
  "de_lowest_kj_mol": 17.9
}

Entry 4:
{
  "formula": "C3H12N2O",
  "method": "ωB97M-V/def2-TZVPD",
  "symbols": ["C", "C", "C", "N", "N", "H", "H", "H", "H", "H", "H", "H", "H", "H", "H", "H", "H", "O"],
  "coordinates": [[-0.333, -0.867, -1.428], [0.555, 0.059, -0.601], [-0.070, 1.440, -0.270], [0.479, 1.871, 1.044], [0.089, -2.299, -1.302], [-1.396, -0.870, -1.185], [-0.257, -0.656, -2.496], [0.750, -0.443, 0.343], [1.454, 0.204, -1.197], [-1.153, 1.425, -0.196], [0.239, 2.091, -1.092], [1.394, 2.271, 0.870], [-0.057, 2.653, 1.413], [-0.643, -2.817, -0.834], [0.894, -2.380, -0.717], [-0.565, 0.035, 2.076], [-0.325, -1.089, 2.995], [-1.053, -0.629, 2.577]],
  "lowdin_charge": [-0.28, -0.21, -0.27, -0.02, -0.02, 0.11, 0.10, 0.09, 0.11, 0.11, 0.10, 0.07, 0.07, 0.05, 0.04, -0.02, 0.03, -0.06],
  "e_homo_ev": -9.08,
  "lumo_ha": 0.0343,
  "energy_ev": -8332.9311,
  "smiles": "NCCCN.O",
  "orbital_gap_ev": 10.019,
  "charge": 0,
  "de_lowest_kj_mol": 37.7
}